Computed, not measured: C6H10O2 as an isolated structure at a distorted geometry, with wB97M-V/def2-TZVPD.

Calculated values
E_HOMO, eV: -9.6
E, eV: -10472.6848
ΔE to the lowest compared entry with this formula, charge and spin, eV: 6.485
LUMO, eV: 1.03
Multiplicity: 1
Maximum force, eV/Å: 10.3

XYZ file:
```
18
C6H10O2 (wB97M-V/def2-TZVPD)
C 2.05632 0.06338 0.24733
C 1.23207 -1.13028 -0.32706
C -0.01887 -0.54131 0.20743
C -2.13361 -0.07650 0.04212
C -1.14783 1.23972 0.02077
C 0.02639 0.73635 -0.39188
H 3.35013 0.00371 -0.18833
H 2.25731 -0.29538 1.40213
H 1.25201 -1.16757 -1.42522
H 1.59744 -1.91566 0.08025
H 0.09572 -0.44735 1.32839
H -2.86954 -0.02172 -0.88088
H -2.72877 -0.09582 0.86716
H -1.14691 1.46951 1.05349
H -1.90968 1.92649 -0.58595
H -0.04060 0.00147 -1.30772
O -1.25802 -1.06263 -0.02588
O 1.38644 1.31361 -0.11614
```

Computed, not measured: a 2-piece molecular cluster, C31H42IN4O6P2SSi2 overall, with wB97M-V/def2-TZVPD.

Calculated values
E_HOMO, eV: -3.6
E, eV: -104348.6668
Charge: -1
LUMO, eV: 0.19
Multiplicity: 1
Maximum force, eV/Å: 0.8

XYZ file:
```
89
C31H42IN4O6P2SSi2 (wB97M-V/def2-TZVPD)
C -2.56432 -2.88161 1.90290
C -1.96528 -1.82555 0.97767
C -0.66243 -2.32267 0.32224
C -0.51752 -1.87344 -1.11081
C -0.65134 -2.77684 -2.17289
I -1.02786 -4.79310 -1.69089
C -0.55098 -2.39064 -3.52435
P -0.86897 -3.62632 -4.85131
O 0.27586 -4.74063 -4.58982
O -0.48981 -3.04887 -6.29341
S -2.67949 -4.24991 -4.86855
C -0.25796 -1.05096 -3.81856
N -0.13954 -0.63245 -5.16897
C -0.13163 -0.13227 -2.76996
C -0.28471 -0.52868 -1.43916
C -0.22383 0.53746 -0.37967
O -0.03793 0.30156 0.79435
C -0.44510 1.96041 -0.78393
P -0.95912 3.06013 0.65331
N -2.46198 3.63318 0.02365
O -0.02977 4.36968 0.31681
C -0.25832 2.32413 -2.06248
C -0.39740 3.69772 -2.62136
C -1.54709 4.07485 -3.30529
C -1.62056 5.35848 -3.83783
C -0.52974 6.20088 -3.68009
N 0.58562 5.85245 -3.03739
C 0.64299 4.62719 -2.52802
C 0.16509 1.29800 -3.06863
O 0.71689 1.67259 -4.08825
O -2.83757 -1.46993 -0.08638
C -3.84922 -0.56405 0.27018
C -4.60687 -0.16154 -0.96659
C -4.50656 -0.90265 -2.13894
C -5.19340 -0.50055 -3.27833
C -5.98673 0.63838 -3.25506
C -6.09936 1.37455 -2.08283
C -5.40948 0.97610 -0.94620
H -3.17967 -2.44045 2.68760
H -1.77258 -3.44622 2.39604
H -3.17052 -3.57945 1.32149
H -1.74664 -0.94119 1.58103
H 0.17361 -1.94665 0.90599
H -0.61924 -3.40214 0.38287
H 0.94750 -4.75072 -5.27873
H 0.41865 -3.17646 -6.58238
H -0.96803 -0.15752 -5.49811
H 0.65554 -0.02429 -5.28292
H -3.21409 3.14368 0.49441
H -2.57632 3.54603 -0.97785
H -0.58192 5.14514 0.16440
H -2.37436 3.38233 -3.42224
H -2.49378 5.69805 -4.37796
H -0.55882 7.20083 -4.09814
H 1.55009 4.35109 -2.00571
H -3.39925 0.33319 0.72153
H -4.51800 -0.99711 1.02492
H -3.87829 -1.78287 -2.16113
H -5.09963 -1.07471 -4.19114
H -6.51353 0.95323 -4.14661
H -6.71469 2.26413 -2.04858
H -5.49575 1.56165 -0.03674
C 5.82453 -0.45175 7.14487
Si 5.11819 -1.08807 5.50335
C 4.38281 -2.79949 5.89660
C 6.62959 -1.42304 4.39601
N 4.03288 0.02031 4.89587
Si 3.14247 -0.06158 3.49076
C 1.92499 -1.52418 3.40814
C 4.17381 -0.15863 1.89277
C 2.09022 1.50473 3.32647
H 6.54992 -1.14788 7.58293
H 6.32378 0.50727 6.98838
H 5.01700 -0.30280 7.86552
H 5.06714 -3.40718 6.50164
H 4.16873 -3.36107 4.98294
H 3.45032 -2.68427 6.45354
H 7.05467 -0.47792 4.05113
H 6.35767 -2.01639 3.51862
H 7.41319 -1.97232 4.93269
H 2.44591 -2.47389 3.25601
H 1.21270 -1.39933 2.58521
H 1.35753 -1.58856 4.33940
H 4.96034 0.59865 1.91167
H 3.55579 0.01554 1.00130
H 4.64355 -1.13939 1.77700
H 2.73908 2.38396 3.31060
H 1.41682 1.59317 4.18258
H 1.48154 1.50944 2.41679
```

Computed, not measured: one molecule with the formula C3H8N2S at a distorted geometry, with wB97M-V/def2-TZVPD.

Calculated values
E_HOMO, eV: -8.5
E, eV: -17054.8578
ΔE to the lowest compared entry with this formula, charge and spin, eV: 1.872
LUMO, eV: 0.78
Structure (SMILES): CCNNC=S
Multiplicity: 1
Maximum force, eV/Å: 1.5

XYZ file:
```
14
C3H8N2S (wB97M-V/def2-TZVPD)
C 1.51026 -0.54124 -0.36541
C 1.06156 0.61834 0.54057
N -0.35397 0.45432 1.05307
N -1.34902 0.59164 0.09784
C -1.81360 -0.40475 -0.68846
S -2.91782 -0.32913 -1.85698
H 1.48803 -1.41856 0.25936
H 2.52361 -0.41844 -0.76669
H 0.81399 -0.72545 -1.21353
H 1.70257 0.69263 1.41407
H 1.10783 1.57671 0.02433
H -0.60035 -0.22592 1.79107
H -1.84259 1.45904 0.11420
H -1.33048 -1.32920 -0.40344
```

Computed, not measured: a 8-piece molecular cluster, CH18O8 overall at a distorted geometry, with wB97M-V/def2-TZVPD.

Calculated values
E_HOMO (spin up / spin down), eV: -13.0 / -13.0
E, eV: -17697.7525
ΔE to the lowest compared entry with this formula, charge and spin, eV: 0.328
Charge: +1
LUMO (spin up / spin down), eV: -3.96 / -10.70
Multiplicity: 2
Maximum force, eV/Å: 2.3

XYZ file:
```
27
CH18O8 (wB97M-V/def2-TZVPD)
C -10.58783 12.52791 1.11415
O -9.73360 12.90398 0.06526
H -10.51000 13.21465 1.95701
H -11.64705 12.56224 0.85928
H -10.31694 11.56972 1.55754
H -9.02456 12.25701 0.08181
O -13.64318 12.24330 2.42767
H -13.82951 11.31817 2.58777
H -13.39522 12.58999 3.28472
O -11.91472 13.24060 4.32953
H -11.06052 13.17894 3.90200
H -11.93492 12.49830 4.93353
O -9.05331 15.59325 5.21772
H -9.07398 14.77074 4.72856
H -9.27911 16.26245 4.57163
O -13.02732 15.58887 6.50074
H -13.84828 15.58420 6.99293
H -12.95572 14.70312 6.14502
O -8.16162 13.64411 3.53752
H -7.37868 13.49794 3.00660
H -8.24129 12.85302 4.07049
O -11.58790 16.45887 3.86178
H -11.77079 15.52411 3.76691
H -12.36642 16.89242 3.51226
O -12.08209 10.68293 5.39441
H -12.88513 10.45819 4.92449
H -12.10992 10.14712 6.18710
```

Computed, not measured: C28H34Cl3GeN6O11PSTi as an isolated structure, with wB97M-V/def2-TZVPD.

Calculated values
E_HOMO (spin up / spin down), eV: -3.3 / -5.5
E, eV: -198380.5935
ΔE to the lowest compared entry with this formula, charge and spin, eV: 0.000
Charge: -1
LUMO (spin up / spin down), eV: 1.09 / 1.10
Multiplicity: 2
Maximum force, eV/Å: 0.7

XYZ file:
```
86
C28H34Cl3GeN6O11PSTi (wB97M-V/def2-TZVPD)
Ti 1.42505 0.02257 -0.75099
O 1.55653 1.95592 -1.28271
N 2.44042 2.83962 -0.82843
C 2.32363 4.10778 -1.28151
C 3.20823 5.06727 -0.88679
C 4.23593 4.70584 -0.00242
C 4.32620 3.41842 0.45004
C 3.40120 2.43522 0.04023
S 3.41409 0.81717 0.54533
H 1.49198 4.25805 -1.95322
H 3.10258 6.07463 -1.25941
H 4.95698 5.44364 0.32265
H 5.10576 3.10830 1.13023
N 0.80068 -4.05606 -3.58771
N 0.37727 -2.68781 -3.42134
H 0.54507 -4.58127 -2.75460
H 1.81622 -4.04157 -3.57791
H 0.44235 -2.45235 -2.43388
H -0.60659 -2.65634 -3.66214
Cl 6.22571 -0.99555 -2.76397
Ge 5.34703 -2.35109 -1.04077
Cl 7.23828 -3.58336 -0.75371
Cl 4.27707 -3.83267 -2.46488
O -1.36720 1.72384 -2.26123
C -1.36549 0.67991 -1.64724
O -0.26712 -0.05943 -1.51662
C -2.59784 0.11338 -1.02819
C -2.57937 -1.09720 -0.34965
C -3.73863 -1.61856 0.23237
C -4.88614 -0.88216 0.08703
O -6.13075 -1.15409 0.57931
C -6.98640 -0.12936 0.07886
O -6.17107 0.86368 -0.53718
C -4.90642 0.32868 -0.59021
C -3.78401 0.85899 -1.15878
H -1.66014 -1.66007 -0.28615
H -3.72680 -2.55123 0.77800
H -7.53656 0.31592 0.90752
H -7.66571 -0.55688 -0.66472
H -3.78269 1.80125 -1.68796
C 3.22262 -1.38413 -4.75125
P 2.62946 -0.04400 -3.74977
C 3.80056 1.30775 -3.80818
C 1.08525 0.53919 -4.44085
O 2.43476 -0.47923 -2.28709
H 3.41812 -1.00675 -5.75716
H 2.44515 -2.14655 -4.77656
H 4.13746 -1.78667 -4.31584
H 4.03192 1.55338 -4.84542
H 4.71112 0.98887 -3.29856
H 3.36711 2.17795 -3.31491
H 1.27372 1.03387 -5.39513
H 0.60588 1.23411 -3.74952
H 0.44062 -0.32739 -4.58675
O 0.17759 -3.06941 -0.35669
C 0.72952 -2.42407 0.51671
O 1.69704 -1.51055 0.18120
C 0.40624 -2.43079 1.92580
C 1.16394 -1.69647 2.86230
C 0.72576 -1.53024 4.14711
C -0.52408 -2.07110 4.53743
C -1.23939 -2.90106 3.63967
C -0.77379 -3.07013 2.36350
N -1.07405 -1.72447 5.75808
O -2.17644 -2.22480 6.10224
O -0.47699 -0.86490 6.47086
H 2.10010 -1.25190 2.55047
H 1.29721 -0.97309 4.87498
H -2.15808 -3.35518 3.97952
H -1.32250 -3.67683 1.65330
N 0.26051 0.78304 0.97616
C -0.41931 1.24674 1.78373
N -1.19218 1.76307 2.69821
C -1.23597 1.23562 4.07740
C -2.56086 0.53287 4.30406
O -3.64933 1.39860 3.98052
C -3.62673 1.74125 2.61178
C -2.37136 2.53037 2.27496
H -1.13612 2.08555 4.75533
H -0.40361 0.55496 4.23614
H -2.66174 0.24961 5.34926
H -2.61439 -0.37548 3.69004
H -4.51468 2.34043 2.40864
H -3.65934 0.83063 1.98970
H -2.36467 3.48115 2.81328
H -2.30539 2.72318 1.20402
```

Computed, not measured: a 2-piece molecular cluster, C38H35NOP overall at a distorted geometry, with wB97M-V/def2-TZVPD.

Calculated values
E_HOMO, eV: -9.8
E, eV: -52794.1201
ΔE to the lowest compared entry with this formula, charge and spin, eV: 0.000
Charge: +1
LUMO, eV: -4.25
Multiplicity: 1
Maximum force, eV/Å: 1.8

XYZ file:
```
76
C38H35NOP (wB97M-V/def2-TZVPD)
C 2.72807 -1.83862 -0.06554
C 1.91227 -0.59372 -0.31043
C 2.69621 0.50714 -0.71297
P 2.02681 2.00327 -1.31524
C 0.88413 1.71432 -2.69009
C -0.39999 1.20369 -2.43912
C -1.27765 0.95995 -3.49711
C -0.87445 1.20524 -4.81443
C 0.42058 1.66652 -5.07083
C 1.30325 1.91093 -4.01746
C 1.11053 2.79735 0.00933
C -0.03640 3.55143 -0.27914
C -0.74264 4.15915 0.76222
C -0.31309 4.01546 2.08263
C 0.83550 3.27386 2.36837
C 1.55023 2.66233 1.33618
C 3.29063 3.16965 -1.89589
C 3.10004 4.56463 -1.80387
C 4.05334 5.44544 -2.32734
C 5.21536 4.94981 -2.93083
C 5.42194 3.56934 -3.00640
C 4.46498 2.68167 -2.49517
O 0.67240 -0.59199 -0.16634
H 3.77977 -1.66283 -0.30773
H 2.65235 -2.14295 0.97932
H 2.33220 -2.65505 -0.67669
H 3.77678 0.36735 -0.83884
H -0.69450 0.97372 -1.41383
H -2.27938 0.58461 -3.29155
H -1.56536 1.03323 -5.63787
H 0.73873 1.84606 -6.09800
H 2.31919 2.26030 -4.21372
H -0.38233 3.64535 -1.31161
H -1.63327 4.74299 0.53654
H -0.86334 4.49017 2.89023
H 1.18268 3.17200 3.39489
H 2.43965 2.06257 1.53952
H 2.20390 4.96375 -1.32110
H 3.89547 6.52458 -2.26869
H 5.95290 5.63599 -3.34993
H 6.32986 3.17922 -3.46985
H 4.62088 1.60323 -2.55217
C -5.35037 0.65637 0.63389
N -4.25430 -0.26329 0.85198
C -3.04047 0.05826 1.38669
C -2.25824 -1.11949 1.51786
C -1.00562 -1.20496 2.12883
C -0.52201 -2.38561 2.75849
C -1.35828 -3.43326 3.24888
C -0.81424 -4.65842 3.62052
C 0.56868 -4.87430 3.51319
C 1.15347 -6.22289 3.78974
C 1.41386 -3.81203 3.15400
C 0.88279 -2.56244 2.89006
C -3.07054 -2.20647 0.93451
C -2.85024 -3.54014 0.60748
C -3.86762 -4.27331 -0.05293
C -5.09192 -3.66731 -0.39584
C -5.33383 -2.32394 -0.07835
C -4.30993 -1.63070 0.56388
H -6.11498 0.18191 0.00778
H -5.81774 0.95782 1.58440
H -4.96313 1.54749 0.12582
H -2.75374 1.06554 1.67211
H -0.40340 -0.30584 2.16428
H -2.43829 -3.29615 3.30836
H -1.45817 -5.46132 3.99934
H 2.24303 -6.21821 3.67401
H 0.92502 -6.56197 4.80687
H 0.75627 -6.97511 3.09630
H 2.49992 -3.95569 3.12968
H 1.52951 -1.69734 2.72745
H -1.90832 -4.02867 0.87390
H -3.70401 -5.32847 -0.28389
H -5.86461 -4.23785 -0.91513
H -6.26682 -1.83337 -0.35363
```

Computed, not measured: a 2-piece molecular cluster, C4H14N2OS overall at a distorted geometry, with wB97M-V/def2-TZVPD.

Calculated values
E_HOMO (spin up / spin down), eV: 0.7 / -5.3
E, eV: -20236.1350
ΔE to the lowest compared entry with this formula, charge and spin, eV: 0.799
Charge: -1
LUMO (spin up / spin down), eV: 2.94 / 2.86
Multiplicity: 2
Maximum force, eV/Å: 2.4

XYZ file:
```
22
C4H14N2OS (wB97M-V/def2-TZVPD)
C -1.48582 0.20865 -0.04629
N -0.41022 0.49221 -1.00852
C 0.18440 -0.69503 -1.62994
C 1.16622 -1.51685 -0.77888
S 1.94287 -2.76731 -1.83771
C -1.16001 -0.42831 1.35476
N -1.42391 0.49574 2.45223
H -2.12935 -0.47529 -0.62908
H -2.06009 1.14308 0.00390
H 0.26914 1.07381 -0.51794
H -0.61072 -1.23754 -2.15072
H 0.75439 -0.30698 -2.48057
H 0.56709 -2.13357 -0.09603
H 1.86617 -0.91611 -0.21505
H 2.52604 -2.01114 -2.79918
H -0.08493 -0.62707 1.35071
H -1.68930 -1.37150 1.37512
H -0.87967 1.34377 2.36615
H -2.42467 0.64034 2.51373
H 2.07934 3.76091 0.79810
H 1.32597 2.31381 0.69166
O 1.67705 3.01437 1.28353
```

Computed, not measured: a 7-piece molecular cluster, C35H54N4O22PS2 overall at a distorted geometry, with wB97M-V/def2-TZVPD.

Calculated values
E_HOMO, eV: -11.5
E, eV: -119131.1609
Charge: +1
LUMO, eV: -3.77
Multiplicity: 1
Maximum force, eV/Å: 3.8

XYZ file:
```
118
C35H54N4O22PS2 (wB97M-V/def2-TZVPD)
C 2.57954 -4.29216 2.94407
C 2.62141 -4.38436 1.37226
C 1.91666 -3.17576 0.63731
C 1.97860 -3.35764 -0.92882
C 2.40414 -1.78057 1.09795
C 3.79221 -1.52057 1.40747
N 4.88945 -2.36652 1.33237
N 3.73792 -0.18035 1.78542
N 4.90249 0.51372 2.16721
C 5.47611 0.97073 1.14602
S 6.17181 1.76788 -0.02489
C 2.47766 0.34462 1.72695
P 2.21396 2.10004 2.22897
O 3.01006 3.05640 1.14467
O 3.04557 2.28638 3.66236
S 0.38490 2.58527 2.56656
N 1.62357 -0.62720 1.27123
C 0.18380 -0.44016 1.03171
O -0.15604 -1.18340 -0.16300
C -0.72985 -0.33683 -1.11844
C 0.02040 0.84707 -1.79701
O -1.85057 -0.54912 -1.46365
H 3.53476 -4.74358 3.33107
H 2.57377 -3.23876 3.32910
H 1.75550 -4.87832 3.41144
H 3.65721 -4.57102 1.00510
H 2.01692 -5.28926 1.09251
H 0.83096 -3.25129 0.92778
H 1.04813 -2.93525 -1.37069
H 2.87318 -2.86163 -1.34945
H 2.03080 -4.44962 -1.17897
H 5.76621 -1.84656 1.42620
H 4.88327 -2.90995 0.46892
H 3.53629 3.68300 1.68798
H 2.44976 2.79491 4.25153
H -0.40624 -0.85467 1.88255
H -0.10712 0.61531 0.83590
H -0.18021 0.91310 -2.89191
H 1.11960 0.81675 -1.59895
H -0.39693 1.79013 -1.34534
C -4.53936 -0.52296 0.01107
C -4.25861 -1.70075 0.91294
C -5.20807 -2.84634 0.72303
O -5.19019 -3.47489 2.00471
C -4.89377 -2.50061 2.91228
O -4.99010 -2.62505 4.09001
O -4.47541 -1.36242 2.28686
H -4.35995 -0.77625 -1.03378
H -5.57312 -0.18396 0.11635
H -3.90592 0.32230 0.28137
H -3.21527 -2.01797 0.80508
H -4.87895 -3.53836 -0.05176
H -6.23301 -2.53004 0.50813
C -2.41431 6.16208 5.20563
C -0.95923 6.53768 5.04615
C -0.72440 8.01140 4.86589
O 0.49254 8.03201 4.11584
C 0.53465 6.87406 3.40658
O 1.30756 6.64797 2.52630
O -0.42190 6.00503 3.82947
H -2.82025 6.55521 6.13910
H -3.01047 6.54424 4.37420
H -2.53159 5.07731 5.20010
H -0.37286 6.13457 5.87845
H -0.60658 8.53783 5.81211
H -1.50137 8.50608 4.27680
C -9.66862 -3.25705 -0.94521
C -9.96334 -1.77653 -1.01157
C -10.48404 -1.31985 -2.34525
O -10.06112 0.04290 -2.38213
C -8.94268 0.12994 -1.61391
O -8.21596 1.07351 -1.58333
O -8.76167 -1.01059 -0.88392
H -10.58435 -3.84418 -1.02585
H -8.98751 -3.55830 -1.74464
H -9.17418 -3.50487 -0.00411
H -10.63394 -1.48787 -0.19608
H -11.56819 -1.39248 -2.42116
H -10.03117 -1.84469 -3.19123
C 3.77599 1.15873 -3.67909
C 4.47535 -0.18045 -3.64040
C 4.71513 -0.78517 -4.99625
O 4.73532 -2.18307 -4.70204
C 3.95983 -2.36556 -3.60289
O 3.59718 -3.42694 -3.20066
O 3.65005 -1.17307 -3.01856
H 4.40895 1.91894 -4.13874
H 2.83984 1.09579 -4.23900
H 3.51550 1.48195 -2.66856
H 5.40318 -0.10491 -3.06378
H 5.65893 -0.46777 -5.43754
H 3.90652 -0.59333 -5.70710
C -3.28937 5.49994 -0.81276
C -3.00199 4.33291 0.10269
C -3.92725 3.16184 -0.08955
O -3.91400 2.55312 1.20324
C -3.65296 3.54337 2.10076
O -3.76487 3.43307 3.27922
O -3.24804 4.68020 1.46836
H -3.08769 5.24155 -1.85349
H -4.33036 5.81839 -0.72530
H -2.67495 6.35910 -0.53812
H -1.95083 4.03492 0.01505
H -3.57381 2.46549 -0.85042
H -4.95468 3.45344 -0.32356
C 8.61965 -4.18438 -4.79744
C 8.56165 -3.82115 -3.33245
C 7.93732 -4.87677 -2.46459
O 7.41272 -4.10054 -1.38215
C 7.14692 -2.86853 -1.87894
O 6.51323 -2.03079 -1.30427
O 7.68506 -2.70685 -3.11134
H 9.29712 -5.02210 -4.96702
H 7.62946 -4.45106 -5.17391
H 8.95981 -3.33192 -5.38764
H 9.55728 -3.54204 -2.97404
H 8.65954 -5.60810 -2.10509
H 7.10812 -5.40144 -2.94635
```